No. 1
{
  "formula": "C28H34N3O3",
  "method": "ωB97M-V/def2-TZVPD",
  "lumo_energy_ev": -3.82,
  "e_tot_ev": -40191.5073,
  "relative_energy_kcal_mol": 13.3,
  "homo_energy_ev": -9.7283,
  "mol_weight_g_mol": 460.6,
  "charge": 1,
  "gap_ha": 0.21722,
  "symbols": ["C", "C", "C", "N", "C", "C", "O", "C", "C", "H", "H", "H", "H", "H", "H", "H", "H", "H", "H", "H", "H", "H", "C", "O", "C", "C", "C", "C", "C", "C", "N", "C", "C", "C", "C", "C", "C", "N", "C", "C", "C", "C", "C", "O", "C", "C", "C", "H", "H", "H", "H", "H", "H", "H", "H", "H", "H", "H", "H", "H", "H", "H", "H", "H", "H", "H", "H", "H"],
  "coordinates": [[-3.715324, -0.018864, 3.179349], [-2.530985, -0.103381, 2.231417], [-1.385710, -0.859345, 2.648669], [-0.191877, -0.381976, 3.105386], [0.912807, -1.384159, 3.205388], [2.252332, -0.795702, 3.698284], [2.452375, 0.533411, 3.199102], [1.465675, 1.417637, 3.700006], [0.057952, 1.082244, 3.178739], [-3.797614, 0.952840, 3.696365], [-4.611047, -0.133410, 2.594802], [-3.697003, -0.764461, 3.992866], [-2.299278, 0.912690, 1.805431], [-1.446403, -1.950112, 2.783283], [0.562189, -2.185818, 3.866570], [1.055736, -1.815281, 2.197370], [2.275996, -0.825222, 4.814387], [3.074276, -1.401381, 3.296686], [1.458250, 1.389398, 4.806118], [1.801875, 2.395922, 3.348347], [-0.039621, 1.549258, 2.166680], [-0.682629, 1.573096, 3.838886], [0.802625, -6.137717, 0.445588], [-0.149903, -5.095888, 0.761481], [-0.346231, -4.104127, -0.148709], [-1.337682, -3.148605, 0.200203], [-1.530711, -2.069739, -0.616719], [-0.752904, -1.945487, -1.800283], [0.207662, -2.872188, -2.176425], [0.399126, -3.985282, -1.357312], [-1.194453, -0.810736, -2.489079], [-0.673494, -0.393432, -3.770301], [-2.222157, -0.229852, -1.783436], [-2.424756, -0.927821, -0.575391], [-3.311207, -0.603734, 0.546975], [-4.409631, 0.282794, 0.099591], [-4.162792, 1.570644, -0.346616], [-5.356516, 2.223065, -0.553493], [-5.499679, 3.614856, -0.931424], [-6.417165, 1.348200, -0.337417], [-5.860008, 0.085585, 0.019640], [-6.740811, -0.971210, 0.205237], [-8.129596, -0.751060, 0.003858], [-9.048378, -1.748687, 0.020875], [-8.606438, -3.106870, 0.170100], [-8.651449, 0.539463, -0.306880], [-7.786168, 1.610318, -0.462692], [0.726232, -6.834136, 1.283508], [0.548920, -6.648278, -0.497998], [1.827403, -5.739737, 0.380379], [-1.935846, -3.263246, 1.102751], [0.770023, -2.741866, -3.105779], [1.120322, -4.767821, -1.620719], [0.187392, -1.030216, -4.011537], [-1.410138, -0.505871, -4.575116], [-0.355382, 0.653335, -3.759687], [-2.620676, 0.712510, -2.147576], [-3.650689, -1.506622, 1.069061], [-3.201707, 2.058089, -0.497800], [-6.564248, 3.880238, -1.019473], [-5.016496, 4.261706, -0.179009], [-5.030897, 3.798185, -1.910888], [-6.351063, -1.966702, 0.434209], [-9.525622, -3.691113, 0.162137], [-7.954464, -3.399503, -0.658997], [-8.073280, -3.241022, 1.115460], [-9.719285, 0.666453, -0.455450], [-8.161951, 2.615919, -0.678421]],
  "forces_ev_per_angstrom": [[0.009, -0.190, 0.911], [-0.249, 2.647, -2.876], [2.307, 0.413, 1.835], [-2.451, -0.523, -1.668], [0.282, -0.096, -0.393], [-0.371, 0.378, 0.203], [-0.406, -0.877, 0.337], [0.253, -0.514, 0.299], [0.239, 0.806, -0.798], [0.309, -0.297, -0.363], [-0.608, -0.127, -0.049], [-0.011, 0.052, -0.494], [0.340, -0.779, 1.155], [-0.097, 0.417, -0.255], [0.171, 0.159, -0.094], [-0.118, 0.269, 0.397], [0.130, 0.253, -0.659], [-0.279, 0.135, 0.236], [0.137, 0.079, -0.312], [-0.462, 0.013, 0.225], [-0.050, -0.660, 0.670], [0.179, -0.501, -0.358], [-0.350, 0.330, 0.080], [0.401, -0.529, -0.328], [-0.257, 0.680, -0.219], [0.956, -1.259, 0.565], [0.206, 1.310, -1.275], [-0.462, 0.348, -0.159], [-0.076, -0.282, -0.062], [-0.214, 0.002, 0.687], [-0.377, -0.299, 0.668], [0.067, 0.006, -0.459], [1.090, -0.571, 0.895], [0.932, 0.198, -0.690], [-0.295, -1.677, 0.776], [-0.149, 0.783, 0.429], [-1.107, -0.009, 0.581], [0.230, -0.053, -0.161], [0.216, 0.351, -0.183], [0.999, -0.001, -0.053], [0.203, 1.408, 0.328], [-1.257, -0.672, -0.073], [1.096, -0.004, -0.214], [0.023, -0.366, 0.176], [-0.167, 0.672, -0.017], [0.721, -0.170, 0.137], [-0.107, -0.409, 0.066], [0.086, 0.082, -0.248], [-0.001, 0.178, 0.354], [-0.315, -0.043, 0.041], [0.201, -0.308, -0.161], [-0.160, -0.251, 0.412], [-0.310, 0.536, 0.068], [-0.279, 0.397, 0.024], [0.058, -0.085, 0.218], [0.040, -0.164, 0.131], [-0.154, -0.451, 0.090], [-0.465, -0.081, -0.812], [-0.400, 0.074, 0.201], [0.542, -0.142, 0.143], [-0.300, -0.172, -0.311], [-0.144, -0.022, 0.303], [-0.274, 0.328, -0.054], [0.209, -0.043, 0.019], [-0.077, 0.037, 0.027], [-0.098, -0.045, -0.011], [0.153, -0.147, 0.119], [0.114, -0.516, 0.001]]
}


No. 2
{
  "formula": "C28H35AsBaI2N4OS3",
  "method": "ωB97M-V/def2-TZVPD",
  "lumo_energy_ev": -5.14,
  "e_tot_ev": -147843.5892,
  "relative_energy_kcal_mol": 0.0,
  "homo_energy_ev": -13.1209,
  "mol_weight_g_mol": 1005.9,
  "charge": 2,
  "gap_ha": 0.29333,
  "symbols": ["Ba", "S", "C", "N", "C", "C", "N", "C", "C", "C", "C", "C", "C", "C", "C", "S", "C", "C", "C", "C", "C", "C", "C", "H", "H", "H", "H", "H", "H", "H", "H", "H", "H", "H", "H", "H", "H", "H", "H", "H", "H", "I", "C", "C", "C", "C", "C", "N", "H", "H", "H", "H", "C", "As", "C", "C", "S", "H", "H", "H", "H", "H", "H", "H", "H", "H", "N", "C", "O", "C", "I", "H", "H", "H", "H"],
  "coordinates": [[-1.799209, -1.825234, -1.360718], [1.223577, -1.293475, -2.138567], [1.562932, 0.249388, -1.572421], [2.610491, 0.519718, -0.820737], [3.049826, 1.912727, -0.651161], [2.719669, 2.669186, -1.910606], [1.277485, 2.564766, -2.150302], [0.589560, 3.814119, -2.507715], [0.649544, 4.801268, -1.366435], [0.178992, 4.439133, -0.105921], [0.248003, 5.336901, 0.947463], [0.782016, 6.604924, 0.749497], [1.247084, 6.970145, -0.503833], [1.185354, 6.067426, -1.558022], [0.662544, 1.422640, -1.919992], [-1.003268, 1.241948, -1.929255], [3.442039, -0.552292, -0.237251], [4.084637, -0.114364, 1.050990], [5.464304, 0.000282, 1.155477], [6.045428, 0.409613, 2.348979], [5.246089, 0.713981, 3.439718], [3.864441, 0.597706, 3.340512], [3.285164, 0.179091, 2.153199], [4.123606, 1.907791, -0.477805], [2.569023, 2.366566, 0.217900], [3.274232, 2.279397, -2.767774], [2.961847, 3.722311, -1.785344], [-0.434687, 3.569717, -2.774513], [1.090865, 4.219898, -3.387820], [-0.252482, 3.455090, 0.045975], [-0.122957, 5.053804, 1.923968], [0.831669, 7.306255, 1.571485], [1.662219, 7.956209, -0.662814], [1.552580, 6.356230, -2.536362], [4.191428, -0.854467, -0.972477], [2.784024, -1.404665, -0.072248], [6.090742, -0.236450, 0.302878], [7.121396, 0.491577, 2.424124], [5.697283, 1.036790, 4.368337], [3.242337, 0.829178, 4.195731], [2.207814, 0.068594, 2.074444], [-4.476484, 0.502570, -0.417827], [-5.446353, -1.258796, -1.050925], [-6.827844, -1.312651, -1.070912], [-7.411904, -2.488955, -1.516069], [-6.603834, -3.542027, -1.917363], [-5.233004, -3.381589, -1.857190], [-4.652481, -2.250728, -1.425745], [-7.423129, -0.468502, -0.755684], [-8.489886, -2.575606, -1.550201], [-7.025905, -4.470985, -2.272935], [-4.566017, -4.176586, -2.171329], [-3.177549, -2.015324, 3.206615], [-1.314104, -1.562845, 3.311586], [-1.208155, 0.102289, 4.257038], [-0.476709, -2.888728, 4.414343], [-0.380463, -1.419300, 1.426573], [-3.612308, -2.022893, 4.205245], [-3.274571, -3.001542, 2.756375], [-3.679114, -1.273996, 2.587235], [-1.670224, -0.001930, 5.237810], [-1.725853, 0.864737, 3.679029], [-0.160473, 0.374204, 4.366138], [-0.949079, -2.902279, 5.395606], [0.578590, -2.642152, 4.508491], [-0.580398, -3.860267, 3.936468], [0.555078, -4.556920, -4.074589], [-0.525100, -4.759811, -3.330652], [-0.940059, -3.908122, -2.526260], [-1.243405, -6.064579, -3.504600], [-2.966069, -5.717176, -4.718203], [1.053721, -3.682895, -3.997196], [0.888576, -5.244031, -4.729032], [-1.598504, -6.423006, -2.544824], [-0.644629, -6.823034, -3.997621]],
  "forces_ev_per_angstrom": [[0.167, 0.322, 0.144], [-0.073, 0.025, 0.022], [-0.005, -0.120, 0.018], [0.017, 0.062, 0.009], [-0.003, 0.009, -0.003], [0.009, -0.006, -0.001], [0.052, -0.005, 0.006], [-0.031, 0.063, 0.027], [0.008, -0.026, 0.005], [-0.003, 0.010, 0.022], [0.001, 0.002, -0.017], [-0.004, -0.010, -0.010], [-0.002, 0.000, 0.020], [0.002, 0.005, -0.019], [-0.062, 0.047, -0.032], [0.003, -0.103, 0.015], [0.051, -0.037, 0.053], [-0.029, 0.018, -0.010], [0.000, 0.004, -0.012], [0.003, 0.003, 0.008], [-0.005, -0.006, -0.009], [-0.013, -0.011, -0.019], [0.007, 0.007, 0.022], [0.004, -0.018, 0.008], [-0.008, -0.016, 0.007], [-0.019, -0.004, -0.015], [-0.009, 0.006, -0.003], [0.006, -0.028, -0.017], [0.014, -0.014, -0.004], [0.000, 0.003, -0.004], [0.002, 0.002, 0.000], [0.002, 0.000, -0.003], [-0.001, -0.002, -0.004], [-0.002, -0.004, 0.004], [-0.002, 0.010, -0.011], [-0.019, 0.007, -0.030], [0.003, 0.002, 0.005], [-0.004, 0.000, 0.001], [0.001, -0.001, -0.003], [0.005, 0.003, 0.001], [0.005, 0.006, 0.003], [-0.040, -0.092, -0.001], [0.005, 0.098, 0.027], [-0.006, -0.018, -0.004], [-0.034, 0.020, 0.011], [0.022, -0.020, -0.003], [-0.043, 0.047, 0.024], [0.048, -0.096, -0.053], [0.003, 0.000, -0.001], [0.005, -0.007, -0.004], [-0.001, 0.005, 0.000], [0.001, 0.011, 0.002], [-0.012, -0.015, -0.022], [-0.007, 0.014, 0.007], [-0.025, 0.008, 0.031], [-0.003, -0.010, 0.011], [0.014, -0.030, -0.142], [-0.005, -0.001, -0.006], [-0.009, -0.004, 0.008], [-0.023, 0.013, 0.003], [0.006, 0.010, 0.005], [0.010, 0.009, -0.002], [0.002, 0.005, -0.003], [0.007, 0.000, 0.003], [0.009, -0.008, 0.006], [0.010, -0.003, -0.004], [0.067, 0.084, 0.021], [-0.033, -0.020, 0.048], [0.013, -0.198, -0.136], [-0.051, 0.017, -0.013], [0.010, -0.007, 0.019], [0.001, -0.002, -0.004], [-0.012, -0.014, 0.002], [0.014, 0.001, 0.008], [-0.006, -0.002, -0.013]]
}


The calculation returns the following F_max values, one per record and in order: 3.92 0.39 eV Å⁻¹.